ORCA calculation (ωB97M-V/def2-TZVPD) on a molecular structure, C21H39BeO6P in a non-equilibrium geometry.

Computed properties:
Kohn-Sham gap = 2.21 eV
M = 427.5 g/mol

ORCA input file:
```
! RIJCOSX wB97M-V def2-TZVPD def2/J DEFGRID3
* xyz 2 1
C 1.0953 -1.6781 -2.0233
C 2.0173 -0.8547 -2.5437
C 2.2165 -0.5933 -4.0198
O 3.2744 -0.6756 -4.4381
O 1.1607 -0.3311 -4.9034
C 0.2943 0.6757 -4.4658
C 0.7571 2.1129 -4.7647
C 1.5717 2.7854 -3.6227
C 1.0186 2.5806 -2.1909
C -0.5309 2.7137 -2.0482
C -0.9956 1.5686 -1.0971
C -2.5111 1.5153 -0.9174
O -3.1997 2.2197 -1.5276
O -3.0745 0.5649 -0.0586
C -3.0984 0.9136 1.2857
O -4.0792 0.1221 1.8594
C -1.7292 0.5614 2.0584
C -0.9396 1.7741 2.5995
C 0.5039 1.4373 3.0925
C 1.3618 0.6043 2.0977
C 2.0034 -0.6815 2.7283
C 0.9410 -1.5355 3.4878
C 1.3017 -3.0626 3.3937
C 0.1881 -3.8078 2.5922
C 0.8010 -4.8781 1.6177
C 0.4906 -4.6073 0.1173
P -3.6865 2.7282 1.6081
O -5.0076 2.9717 1.0007
H 0.0330 -1.6219 -2.3252
H 1.3760 -2.4118 -1.2599
H 2.6650 -0.2956 -1.8597
H -0.0166 0.5157 -3.4101
H -0.6683 0.5297 -5.0881
H -0.0981 2.7669 -4.9897
H 1.3934 2.0599 -5.6609
H 1.7430 3.8423 -3.8672
H 2.5802 2.3324 -3.6360
H 1.4657 3.3720 -1.5690
H 1.3321 1.6366 -1.7208
H -1.0826 2.7211 -2.9962
H -0.7899 3.6439 -1.5239
H -0.6211 0.5819 -1.4280
H -0.5232 1.7961 -0.1270
H -4.0537 0.2195 2.8255
H -1.9649 -0.0716 2.9259
H -1.1616 -0.0738 1.3640
H -1.4855 2.1671 3.4735
H -0.8502 2.6154 1.8936
H 0.4519 1.0167 4.1042
H 1.0125 2.4074 3.2046
H 0.8340 0.3539 1.1585
H 2.2190 1.2270 1.7861
H 2.7921 -0.3096 3.3977
H 2.4412 -1.2366 1.8858
H 0.8397 -1.1840 4.5242
H -0.0193 -1.3138 2.9914
H 1.4599 -3.4750 4.3971
H 2.2611 -3.1097 2.8613
H -0.4937 -4.2589 3.3275
H -0.4188 -3.1266 1.9755
H 0.4464 -5.8594 1.9551
H 1.8943 -4.8656 1.7224
H -0.0524 -3.6500 -0.0099
H -0.1583 -5.3938 -0.2878
H 1.4062 -4.5085 -0.4857
H -2.6592 3.5630 1.0821
H -3.6644 2.8963 3.0155
Be -2.0100 -0.6427 -4.5438
*
```